Below is a molecular structure, C13H37KO9 in a non-equilibrium geometry, with properties calculated with ωB97M-V with the def2-TZVPD basis set.

The geometry in XYZ format:
```
60
Properties=species:S:1:pos:R:3:forces:R:3:lowdin_charge:R:1
K -1.693 -3.743 1.584 -1.901 -2.389 1.860 1.05
O -0.353 0.016 1.129 -1.102 -1.374 -2.097 0.06
C -0.611 -1.044 0.382 -2.785 -2.459 2.217 -0.63
O -0.502 -2.161 0.916 0.431 2.135 -0.927 -0.21
O -1.024 -0.929 -0.808 6.912 6.191 9.335 -0.01
H -0.724 0.635 0.496 0.111 1.769 0.346 0.09
C -1.786 2.094 -0.878 0.148 0.003 0.649 -0.06
C -2.304 1.386 -2.079 0.150 2.432 -1.399 -0.35
O -2.949 0.286 -1.687 -2.602 -1.045 0.345 -0.03
H -1.404 3.110 -0.980 -0.366 -0.232 -0.513 0.09
H -0.996 1.461 -0.474 0.105 0.622 -0.742 0.03
H -2.542 2.089 -0.093 -0.350 0.205 -0.145 0.11
H -1.574 1.181 -2.862 0.587 -0.040 0.171 0.10
H -2.957 2.078 -2.611 -0.633 -0.070 0.049 0.13
H -2.297 -0.334 -1.355 -1.680 1.861 -0.336 0.01
C -0.333 1.563 3.725 -0.014 2.142 -1.525 -0.07
C -1.414 0.616 3.430 0.850 -1.861 -0.066 -0.34
O -1.739 0.069 4.675 -1.402 -1.131 0.995 -0.07
H -0.829 2.362 4.277 0.754 0.271 0.287 0.10
H 0.021 1.927 2.761 -0.385 0.841 1.048 0.03
H 0.590 1.193 4.172 -0.412 -0.392 0.467 0.10
H -1.017 -0.160 2.776 -0.553 -0.063 0.866 0.09
H -2.285 0.993 2.892 -0.131 0.480 0.481 0.13
H -0.921 -0.363 4.931 -0.131 -0.095 0.444 0.08
C 3.436 -0.867 0.130 0.660 1.178 -0.316 -0.07
C 2.428 -1.017 1.249 -0.631 0.482 -0.366 -0.33
O 1.828 -2.276 1.309 1.842 -1.732 0.786 -0.07
H 4.097 -1.726 0.013 -0.155 -0.069 0.151 0.08
H 4.054 0.002 0.356 0.495 -0.001 0.434 0.07
H 3.056 -0.520 -0.831 -0.392 -0.848 0.097 0.06
H 1.577 -0.336 1.213 1.071 0.273 -0.296 0.06
H 2.924 -0.754 2.183 0.130 -0.627 0.380 0.12
H 1.018 -2.334 0.797 0.642 0.126 0.215 0.01
C 0.727 3.208 0.417 0.725 0.289 -0.670 -0.06
C 1.396 2.023 1.080 -0.192 1.468 0.839 -0.31
O 2.305 2.517 2.105 -0.183 -0.329 -0.870 -0.06
H 1.322 3.706 -0.348 0.348 -0.088 -0.055 0.08
H 0.504 3.989 1.144 -0.279 -0.200 0.202 0.09
H -0.163 2.848 -0.100 1.055 0.716 0.889 0.00
H 1.831 1.297 0.394 0.137 0.537 0.080 0.09
H 0.549 1.584 1.607 1.383 -0.183 -0.706 0.04
H 2.777 1.757 2.451 0.121 -0.075 0.074 0.07
C 1.109 1.029 -3.184 0.477 -1.107 0.860 -0.04
C 0.730 -0.287 -2.471 1.091 1.538 -1.648 -0.27
O 1.017 -0.103 -1.094 1.432 0.457 -1.822 -0.11
H 0.378 1.676 -2.700 0.505 0.951 -0.776 0.06
H 1.135 0.959 -4.271 -0.861 0.094 0.016 0.08
H 2.147 1.267 -2.952 -0.102 0.359 0.475 0.08
H 1.279 -1.113 -2.923 0.072 -0.326 0.230 0.12
H -0.338 -0.392 -2.664 0.255 -0.431 0.047 0.10
H 0.395 -0.738 -0.731 2.136 0.591 -1.330 -0.01
C -1.359 -4.216 -1.540 0.139 -0.043 1.138 -0.10
C -1.121 -2.945 -2.265 -2.128 0.886 -0.462 -0.23
O -2.229 -1.995 -1.894 -2.551 -7.917 -6.449 -0.07
H -1.413 -3.919 -0.493 0.314 -0.463 -0.626 -0.04
H -0.515 -4.886 -1.703 -0.235 -0.418 0.105 0.09
H -2.337 -4.636 -1.777 0.210 -0.179 -0.316 0.09
H -1.066 -3.239 -3.313 -0.676 0.660 -0.517 0.12
H -0.123 -2.533 -2.113 -0.175 0.034 0.625 0.10
H -1.715 -1.354 -1.398 -2.280 -3.404 -2.227 -0.29
```
Positions in Å, forces in eV/Å.

**Net charge**: 0
**LUMO energy**: -0.031 Ha

Below is 2 unconnected molecules or ions with the total composition C12H17N2 in a non-equilibrium geometry, with properties calculated with ωB97M-V with the def2-TZVPD basis set.

The geometry in XYZ format:
```
31
Properties=species:S:1:pos:R:3:forces:R:3:nbo_charge:R:1
C 3.111 -2.060 0.320 0.340 -1.494 0.519 -0.17
C 4.018 -1.225 -0.330 0.461 0.113 -0.225 -0.20
C 2.001 -1.473 0.980 -2.085 -1.984 0.835 -0.36
C 3.749 0.155 -0.308 1.535 0.243 -0.852 -0.16
C 1.829 -0.166 0.889 2.585 0.495 -1.803 0.51
C 2.619 0.751 0.301 -0.092 1.134 -0.173 -0.15
C -3.348 -1.019 -0.139 1.880 -0.094 4.181 -0.45
C -3.192 0.089 1.005 1.393 -0.088 1.200 -0.45
C -1.928 -1.374 -0.612 -0.814 -1.535 -3.018 -0.24
C -1.667 0.444 0.972 -0.729 -0.220 -1.261 -0.12
C -1.044 0.984 -0.357 0.328 -0.383 1.938 0.01
C 2.481 2.258 0.200 -2.121 -1.048 1.214 -0.61
N -1.025 -0.410 -0.047 0.476 -0.670 0.216 -0.47
N -2.115 1.512 -1.374 2.222 -0.309 -0.980 -0.75
H 3.265 -3.209 0.403 -0.397 2.293 -0.178 0.26
H 4.954 -1.646 -0.843 -1.658 0.785 0.850 0.27
H 1.201 -2.051 1.484 0.717 -0.098 -0.371 0.29
H 4.475 0.904 -0.800 -1.259 -1.309 0.792 0.25
H -3.700 -1.867 0.407 -0.668 -0.712 0.010 0.24
H -4.052 -0.751 -0.815 -1.923 0.802 -2.416 0.21
H -3.814 0.998 0.893 0.046 -0.491 -0.122 0.20
H -3.337 -0.244 2.126 -0.235 0.193 -2.417 0.24
H -1.704 -2.527 -0.461 0.025 2.561 0.403 0.23
H -1.891 -1.345 -1.788 0.102 0.226 1.952 0.19
H -1.212 0.523 1.966 0.188 0.324 -0.616 0.21
H 1.725 2.502 1.065 1.102 0.183 -2.260 0.24
H 3.437 2.627 0.523 0.355 0.733 -0.441 0.24
H 2.160 2.445 -0.877 0.330 0.441 1.760 0.26
H -1.877 1.154 -2.346 -0.804 0.722 1.512 0.45
H -2.061 2.513 -1.320 1.313 0.855 -0.572 0.43
H -3.058 1.506 -1.118 -2.610 -1.666 0.324 0.41
```
Positions in Å, forces in eV/Å.

**Net charge**: +1
**LUMO energy (spin up / spin down)**: -0.227 / -0.227 Ha

Below is 6 unconnected molecules or ions with the total composition C12H28N4O12 in a non-equilibrium geometry, with properties calculated with ωB97M-V with the def2-TZVPD basis set.

The geometry in XYZ format:
```
56
Properties=species:S:1:pos:R:3:forces:R:3:nbo_charge:R:1
C -15.810 31.748 7.260 -0.175 -0.523 0.017 -0.48
N -15.197 30.771 6.306 2.765 -0.474 -0.708 0.52
O -13.931 30.776 6.253 -2.822 0.079 0.335 -0.41
O -15.888 30.060 5.602 0.153 0.670 0.812 -0.34
H -16.891 31.632 7.193 0.187 0.393 -0.283 0.23
H -15.384 32.716 6.992 -0.389 -0.060 0.053 0.24
H -15.519 31.489 8.278 0.295 -0.100 -0.215 0.24
C -10.134 36.239 5.480 0.154 -0.077 0.338 -0.48
N -10.387 36.746 6.859 -1.703 -0.451 1.467 0.51
O -9.437 37.233 7.458 -1.498 -0.383 -0.404 -0.34
O -11.558 36.537 7.322 3.373 0.887 -1.122 -0.40
H -10.289 35.164 5.570 -0.167 0.113 -0.330 0.24
H -9.090 36.443 5.242 -0.278 0.116 -0.040 0.23
H -10.844 36.719 4.806 0.110 -0.214 0.087 0.24
C -22.806 34.459 4.864 -0.150 -0.283 0.008 -0.50
N -21.503 34.614 4.087 -1.157 1.204 -0.731 0.53
O -21.415 35.583 3.328 -0.346 -0.712 1.081 -0.39
O -20.689 33.746 4.165 0.819 -0.873 0.451 -0.35
H -23.582 34.573 4.107 0.008 0.295 0.320 0.24
H -22.894 35.146 5.706 0.256 0.560 -0.596 0.24
H -22.906 33.484 5.341 0.571 -0.189 -0.528 0.23
C -10.498 29.673 10.008 -0.517 1.174 -0.025 -0.49
N -9.493 29.559 11.089 -1.650 -1.076 0.252 0.54
O -9.757 30.009 12.171 -0.323 1.101 0.809 -0.38
O -8.547 28.879 10.860 2.151 -0.898 -0.754 -0.37
H -10.509 28.780 9.384 0.211 0.288 0.174 0.24
H -10.212 30.587 9.486 0.010 -0.266 -0.450 0.23
H -11.457 29.900 10.475 0.102 -0.325 -0.018 0.23
O -15.564 26.500 10.029 0.273 -1.455 -0.852 -0.59
C -15.243 25.329 10.135 -0.135 1.027 0.713 0.80
O -15.406 24.349 9.201 0.839 0.612 1.112 -0.52
C -15.753 24.670 7.864 -1.606 -1.338 -1.219 -0.07
C -15.618 23.374 7.038 1.408 0.206 0.574 -0.62
C -14.645 24.854 11.461 -0.109 -0.370 0.330 -0.73
H -15.114 25.418 7.394 -0.226 0.306 0.483 0.19
H -16.822 24.870 7.787 0.087 1.018 0.405 0.18
H -16.012 22.470 7.503 -0.247 0.301 0.255 0.22
H -14.535 23.261 7.007 0.076 -0.617 -0.543 0.21
H -16.023 23.440 6.028 0.066 0.323 0.104 0.22
H -13.577 25.027 11.595 0.173 -0.017 -0.803 0.24
H -14.815 23.803 11.696 -0.100 0.007 -0.284 0.23
H -15.037 25.454 12.282 -0.488 0.022 -0.279 0.24
O -12.250 23.330 0.721 -3.471 -0.249 -1.958 -0.60
C -13.399 23.417 0.220 2.385 -0.002 1.616 0.79
O -14.002 22.510 -0.568 -1.139 2.450 -0.459 -0.50
C -13.316 21.395 -0.987 0.431 -3.171 0.176 -0.07
C -14.275 20.395 -1.815 1.103 1.307 0.823 -0.63
C -14.309 24.588 0.465 0.140 1.633 -0.054 -0.73
H -12.970 21.043 -0.015 0.353 -1.305 -0.338 0.19
H -12.413 21.598 -1.562 -0.141 0.421 -0.176 0.18
H -13.877 19.397 -2.000 0.549 0.137 0.437 0.22
H -14.374 20.820 -2.814 -0.514 0.152 0.116 0.21
H -15.227 20.242 -1.305 -0.039 0.351 -0.156 0.22
H -15.201 24.463 1.079 0.172 -0.680 -0.011 0.24
H -14.651 25.083 -0.444 -0.129 -0.649 -0.443 0.24
H -13.750 25.413 0.906 0.299 -0.394 0.430 0.24
```
Positions in Å, forces in eV/Å.

**Net charge**: 0
**SMILES**: C[N+](=O)[O-].C[N+](=O)[O-].C[N+](=O)[O-].C[N+](=O)[O-].CCOC(C)=O.CCOC(C)=O
**LUMO energy**: -0.004 Ha

Look up the net charge of the second one. +1